Record 1
{"formula": "C17H40N5O6", "method": "wB97M-V/def2-TZVPD", "elements": ["O", "O", "O", "O", "O", "O", "N", "N", "N", "N", "N", "C", "C", "C", "C", "C", "C", "C", "C", "C", "C", "C", "C", "C", "C", "C", "C", "C", "H", "H", "H", "H", "H", "H", "H", "H", "H", "H", "H", "H", "H", "H", "H", "H", "H", "H", "H", "H", "H", "H", "H", "H", "H", "H", "H", "H", "H", "H", "H", "H", "H", "H", "H", "H", "H", "H", "H", "H"], "positions_angstrom": [[19.87485, 19.46012, -7.46162], [23.41966, 17.96104, -5.74674], [26.34427, 16.06159, -3.82889], [28.26029, 19.76782, -5.23345], [31.43621, 23.06017, -5.72179], [28.46826, 20.32482, -0.46284], [22.47805, 17.94803, -3.67010], [27.05509, 22.13332, -0.60354], [27.03973, 15.48445, -5.91517], [21.60841, 20.88761, -7.90532], [31.38901, 22.81656, -3.46341], [21.06635, 19.73238, -7.50075], [20.85713, 22.06572, -8.29539], [22.65594, 18.17093, -2.26292], [27.72677, 15.86440, -7.14476], [32.00738, 22.87070, -4.66363], [26.77547, 16.36065, -4.93017], [25.69446, 22.49925, -0.86604], [27.14205, 20.16403, -4.55544], [23.53362, 17.94492, -4.53086], [23.02354, 21.07727, -7.57098], [21.18714, 18.24855, -4.25310], [27.44107, 20.84398, -0.84657], [29.96260, 22.97647, -3.30516], [27.98980, 23.04414, -0.00064], [26.97320, 14.03578, -5.76731], [25.90572, 20.09264, -5.48949], [32.20096, 22.66402, -2.27551], [26.62630, 13.53489, -6.66888], [27.74439, 23.17901, 1.05726], [25.76315, 19.12130, -5.95031], [20.38426, 17.94428, -3.57756], [25.34760, 22.46032, -1.90407], [25.90954, 20.92464, -6.19531], [22.89936, 19.20675, -1.99859], [26.74071, 20.27702, -1.48739], [26.26470, 13.76976, -4.98286], [27.13262, 21.22149, -4.20656], [25.00011, 21.87640, -0.28893], [28.74943, 15.48188, -7.21468], [29.00319, 22.65561, -0.08312], [23.54240, 20.11546, -7.64658], [20.08904, 22.32915, -7.56644], [33.27861, 22.66785, -2.42818], [21.83360, 19.03119, -7.14394], [20.99999, 17.58265, -5.09925], [21.53688, 22.91434, -8.32584], [29.67222, 23.37746, -2.33466], [32.02958, 23.47896, -1.56417], [27.97863, 13.71187, -5.48601], [20.99461, 19.25149, -4.63695], [25.46250, 23.52234, -0.56221], [29.54088, 21.96143, -3.24010], [26.85494, 17.41567, -5.22855], [24.54842, 17.91246, -4.10068], [27.75845, 16.94305, -7.28672], [28.05000, 24.02215, -0.48482], [23.13185, 21.30740, -6.51075], [23.61623, 21.66413, -8.26809], [20.39671, 21.93995, -9.27298], [29.46559, 23.41126, -4.16398], [31.94917, 21.73877, -1.75214], [27.16692, 15.39161, -7.95562], [25.09548, 20.33847, -4.77336], [33.09135, 22.67816, -4.61946], [23.38014, 17.50418, -1.79456], [21.73363, 17.97036, -1.71125], [26.94764, 19.52279, -3.67279]], "multiplicity": 1, "total_charge": -1}



Record 2
{"formula": "C5H9NO", "method": "wB97M-V/def2-TZVPD", "elements": ["O", "N", "C", "C", "C", "C", "C", "H", "H", "H", "H", "H", "H", "H", "H", "H"], "positions_angstrom": [[-1.88280, -1.67692, -0.94298], [-0.96945, 0.18163, -0.00376], [-0.01415, 1.13593, -0.57345], [-0.36003, -0.41119, 1.15113], [1.17542, -0.56597, 0.83892], [1.31687, 0.39783, -0.36598], [-1.89073, -0.47829, -0.80851], [-0.37836, 0.42849, 1.86921], [1.28577, -0.25724, -1.25129], [-0.19215, 1.21205, -1.64640], [1.79811, -0.23751, 1.67249], [-2.63308, 0.18180, -1.26175], [1.33875, -1.62786, 0.65153], [-0.05030, 2.12321, -0.10094], [-0.71802, -1.36094, 1.51532], [2.17414, 0.95497, -0.74351]], "multiplicity": 1, "smiles": "O=CN1CCCC1", "total_charge": 0}



Record 3
{"formula": "C17H40NP3SeSn", "method": "wB97M-V/def2-TZVPD", "elements": ["Sn", "Se", "P", "P", "P", "N", "C", "C", "C", "C", "C", "C", "C", "C", "C", "C", "C", "C", "C", "C", "C", "C", "C", "H", "H", "H", "H", "H", "H", "H", "H", "H", "H", "H", "H", "H", "H", "H", "H", "H", "H", "H", "H", "H", "H", "H", "H", "H", "H", "H", "H", "H", "H", "H", "H", "H", "H", "H", "H", "H", "H", "H", "H"], "positions_angstrom": [[0.79772, -0.27503, -1.19769], [2.10319, 0.17616, -3.31243], [1.77950, -2.69498, -0.74767], [-1.67049, -0.82365, -2.23349], [-0.90321, -0.56221, 1.39163], [2.22429, 0.91303, 0.51316], [1.88104, 1.98040, -4.12562], [2.80374, -2.93567, 0.72798], [-1.40796, -1.18002, -3.98654], [-0.90470, 4.43494, -0.78966], [-1.59138, 3.90201, 0.25491], [-2.75974, -2.15668, -1.67480], [2.12521, 4.29960, -5.74733], [-0.18288, 0.04775, 2.95274], [-2.51287, 0.30722, 1.40482], [-1.35646, -2.26398, 1.86278], [0.68623, -4.12664, -0.82386], [2.53979, 3.06296, -6.23747], [1.50280, 4.37526, -4.51717], [2.42029, 1.91725, -5.42977], [1.39217, 3.24794, -3.67498], [-2.74338, 0.65760, -2.29438], [2.95635, -2.95362, -2.12195], [-0.47836, -2.90930, 1.98711], [3.60580, -2.18840, 0.77851], [-2.94055, 0.36052, 2.41356], [0.17804, 4.65043, -0.73357], [0.76991, -0.45008, 3.17704], [2.23630, 5.19836, -6.39810], [-1.05764, -2.21938, -4.06704], [-1.88668, -2.20540, 2.81857], [2.72820, 0.92210, -5.75375], [1.37436, -4.98144, -0.80678], [-0.86321, -0.11946, 3.79266], [0.00521, -4.20396, 0.02180], [-0.00149, 1.12813, 2.86530], [-2.20878, -3.09195, -1.47287], [2.20109, -2.87506, 1.63996], [-3.47799, -2.31365, -2.49732], [3.26048, -3.93361, 0.66343], [0.90101, 3.34386, -2.69688], [0.10213, -4.16803, -1.74245], [-2.31584, -1.03847, -4.57426], [2.61626, 0.31660, 1.24718], [3.67341, -2.12427, -2.17277], [-0.60880, -0.48722, -4.29480], [-1.07990, 3.64985, 1.21736], [-3.24975, -0.18419, 0.75743], [-2.06679, 1.51711, -2.24272], [-2.37318, 1.33262, 1.04306], [1.73243, 1.70209, 0.92976], [-3.28309, -1.81242, -0.76754], [1.11296, 5.33192, -4.18159], [-3.43736, 0.68091, -1.43510], [-2.64890, 3.61778, 0.19156], [-1.35422, 4.60951, -1.78330], [-0.07273, 1.27709, -0.81052], [2.96734, 1.25483, -0.10041], [-2.01263, -2.72631, 1.11872], [3.50027, -3.89136, -1.97430], [2.96948, 3.00003, -7.21729], [-3.31527, 0.69174, -3.23227], [2.42454, -2.98284, -3.08108]], "multiplicity": 1, "total_charge": 4}



Record 4
{"formula": "C3H10OSi2", "method": "wB97M-V/def2-TZVPD", "elements": ["Si", "Si", "O", "C", "C", "C", "H", "H", "H", "H", "H", "H", "H", "H", "H", "H"], "positions_angstrom": [[-0.46620, 3.35474, -1.99022], [-1.36471, -0.44511, 2.22751], [-1.02535, 2.30630, -0.85154], [-0.65785, -0.84865, 0.44789], [0.79263, -0.22410, -1.59325], [0.34555, -0.18595, -0.11347], [-1.11483, -1.58466, -0.16754], [0.81598, 0.38425, 0.65337], [-0.47426, -1.11746, 3.30620], [-0.48320, 1.57045, -0.67766], [-2.77476, -0.81603, 2.37674], [-0.07270, 0.01205, -2.33318], [1.13778, -1.27102, -1.80241], [0.85987, 2.50134, -2.38336], [-1.25002, 1.00109, 2.52678], [1.58971, 0.43303, -1.76190]], "multiplicity": 1, "total_charge": 0}



Record 5
{"formula": "C4H13NO2", "method": "wB97M-V/def2-TZVPD", "elements": ["O", "O", "N", "C", "C", "C", "C", "H", "H", "H", "H", "H", "H", "H", "H", "H", "H", "H", "H", "H"], "positions_angstrom": [[3.68093, 0.24028, -0.01183], [0.47109, 0.04063, -1.26520], [-2.64869, -0.05614, -0.58859], [-1.14047, 1.38379, 0.94028], [-1.43264, 0.00402, 0.28686], [-0.22706, -0.72924, -0.31384], [0.73882, -1.11412, 0.83942], [-0.69702, -1.58151, -0.84611], [4.09218, -0.65334, -0.26441], [-1.86012, 1.46016, 1.73625], [-0.12144, 1.64975, 1.21205], [2.77125, -0.02577, -0.17899], [0.16062, 1.03811, -1.26904], [-2.72906, 0.70751, -1.31221], [1.40251, -1.93689, 0.46536], [-1.76192, -0.56256, 1.06550], [-3.51516, 0.23028, 0.01387], [0.08808, -1.53272, 1.60261], [-1.35299, 2.30534, 0.33036], [1.21599, -0.21935, 1.26483]], "multiplicity": 1, "smiles": "C[C@H](O)[C@@H](C)N.O", "total_charge": 0}



Record 6
{"formula": "C3H9NO2", "method": "wB97M-V/def2-TZVPD", "elements": ["O", "O", "N", "C", "C", "C", "H", "H", "H", "H", "H", "H", "H", "H", "H"], "positions_angstrom": [[-1.70677, 0.53056, 0.47706], [-2.05478, 0.56715, -2.73661], [0.45786, -0.13997, 0.68506], [-0.69332, 0.38964, 1.13214], [1.59866, -0.30260, 1.58051], [0.59066, -0.49086, -0.73262], [1.59877, -0.24682, -1.03458], [-0.11580, 0.11286, -1.29169], [2.44422, -0.66253, 1.00913], [1.87160, 0.65299, 2.03412], [-0.62966, 0.68188, 2.19862], [1.33360, -0.97807, 2.38633], [-2.19442, 1.38673, -2.25546], [0.32803, -1.53302, -0.91347], [-2.82865, 0.03206, -2.53856]], "multiplicity": 1, "smiles": "CN(C)C=O.O", "total_charge": 0}



Record 7
{"formula": "CHN3O2", "method": "wB97M-V/def2-TZVPD", "elements": ["O", "O", "N", "N", "N", "C", "H"], "positions_angstrom": [[2.21835, -0.04769, -0.18095], [0.18731, -0.88485, 0.04455], [-1.02980, -0.43064, -0.16043], [-0.92829, 0.92727, -0.15253], [0.30050, 1.30830, 0.06584], [1.08690, 0.27976, 0.12640], [-1.83498, -1.15215, 0.25713]], "multiplicity": 1, "smiles": "O=c1nn[nH]o1", "total_charge": 0}



In eV, the energy values for the records above are, in order, -38012.031 -8867.415 -118767.692 -21073.386 -9942.733 -8841.938 -9614.177.
In kJ/mol, the energy above the lowest of the compared OMol25 structures with the same formula, charge and spin values for the records above are, in order, 102.31 173.47 272.33 240.03 141.23 98.13 311.56.